No. 1
Here is a 2-piece molecular cluster, H3INOP overall at a distorted geometry from the OMol25 dataset. Energies are from wB97M-V/def2-TZVPD.

Positions of all 7 atoms, in Å:
N -1.172 0.206 0.402
O 0.626 -1.332 1.235
P -0.745 -1.409 0.363
I -2.217 -2.115 2.187
H -1.908 0.457 -0.250
H 0.299 0.751 -0.516
H 1.428 -1.293 0.710

- E_LUMO (alpha / beta): -1.7 / -1.5 eV
- ΔE to the lowest compared entry with this formula, charge and spin: 3.829 eV
- Frontier orbital gap (alpha / beta): 7.0 / 7.3 eV

=====

No. 2
Here is a single H3INPS molecule at a distorted geometry from the OMol25 dataset. Energies are from wB97M-V/def2-TZVPD.

Positions of all 7 atoms, in Å:
H 1.214 1.016 -1.900
N 0.704 1.084 -0.977
S 0.884 -0.125 -0.144
P -0.395 0.487 1.544
I -0.527 -2.086 -1.222
H -0.436 -0.719 1.991
H -1.444 0.344 0.709

- E_LUMO (alpha / beta): -1.1 / -1.1 eV
- SMILES: [H]/N=S(#[PH2])\I
- ΔE to the lowest compared entry with this formula, charge and spin: 0.863 eV
- Frontier orbital gap (alpha / beta): 7.7 / 7.7 eV

=====

No. 3
Here is a 2-piece molecular cluster, H3ISi overall at a distorted geometry from the OMol25 dataset. Energies are from wB97M-V/def2-TZVPD.

Positions of all 5 atoms, in Å:
Si -0.467 -1.251 -0.907
I -1.042 1.044 -1.339
H -1.611 -1.516 0.210
H 1.256 0.811 0.794
H 1.863 0.913 1.242

- E_LUMO: -1.2 eV
- ΔE to the lowest compared entry with this formula, charge and spin: 2.158 eV
- Frontier orbital gap: 7.5 eV

=====

No. 4
Here is an isolated ion of composition H3N and charge -1 from the OMol25 dataset. Energies are from wB97M-V/def2-TZVPD.

Positions of all 4 atoms, in Å:
N -0.039 0.048 -0.117
H -0.736 -0.642 0.171
H 0.881 -0.398 -0.160
H -0.062 0.843 0.514

- E_LUMO (alpha / beta): 7.4 / 6.0 eV
- Multiplicity: 2
- ΔE to the lowest compared entry with this formula, charge and spin: 0.000 eV
- <S²>: 0.750
- Total charge: -1
- Frontier orbital gap (alpha / beta): 5.8 / 10.4 eV

=====

No. 5
Here is a single H3N molecule at a distorted geometry from the OMol25 dataset. Energies are from wB97M-V/def2-TZVPD.

Positions of all 4 atoms, in Å:
N 0.068 0.059 0.003
H 0.073 -0.412 -0.900
H 0.275 -0.565 0.816
H -0.826 0.563 0.061

- E_LUMO: 1.3 eV
- SMILES: N
- ΔE to the lowest compared entry with this formula, charge and spin: 0.089 eV
- Frontier orbital gap: 11.1 eV

=====

No. 6
Here is a 2-piece molecular cluster, H3N2O2S overall at a distorted geometry from the OMol25 dataset. Energies are from wB97M-V/def2-TZVPD.

Positions of all 8 atoms, in Å:
N -0.955 -0.124 0.592
N -0.296 0.797 0.033
O 2.305 0.697 0.442
O 0.936 -1.252 -0.126
S 1.286 0.153 -0.495
H -0.423 -1.042 0.736
H -1.905 -0.114 0.558
H -0.948 0.885 -1.739

- E_LUMO (alpha / beta): 4.0 / 4.3 eV
- ΔE to the lowest compared entry with this formula, charge and spin: 4.191 eV
- Total charge: -1
- Frontier orbital gap (alpha / beta): 6.9 / 7.7 eV